# 1
The following is a quantum chemistry calculation of CH6N4S in the gas phase at a distorted geometry, from the Open Molecules 2025 dataset.

Summary:
- Energy relative to the best compared isomer or geometry (same formula, charge and spin): 7.63 kcal per mole
- Total energy: -17928.47096 eV
- Gap between HOMO and LUMO: 9.822 eV
- Spin multiplicity: 1
- HOMO: -9.07 eV
- Lowest unoccupied orbital energy: 0.750 eV

Positions of all 12 atoms, in Å:
H (-0.5556, 1.6047, -0.0460)
N (0.3720, 1.3252, -0.1974)
C (0.2666, 0.0726, -0.1375)
N (-0.9290, -0.6626, 0.0422)
N (-2.1963, -0.0262, -0.0552)
N (1.4351, -0.7023, -0.2477)
S (2.9960, 0.0333, -0.0975)
H (-0.9739, -1.6117, -0.2429)
H (-2.2906, 0.6246, 0.7163)
H (-2.2501, 0.4887, -0.9046)
H (1.2692, -1.6542, 0.0218)
H (2.8567, 0.5078, 1.1486)

***

# 2
The following is a quantum chemistry calculation of 2 unconnected molecules or ions with the total composition CH6NO at a distorted geometry, from the Open Molecules 2025 dataset.

Summary:
- Energy relative to the best compared isomer or geometry (same formula, charge and spin): 48.07 kcal per mole
- Total energy: -4668.01815 eV
- Gap between HOMO and LUMO (alpha / beta): 3.514 / 6.798 eV
- Spin multiplicity: 2
- HOMO (alpha / beta): -3.84 / -7.27 eV
- Lowest unoccupied orbital energy (alpha / beta): -0.330 / -0.476 eV

Positions of all 9 atoms, in Å:
N (1.4801, 0.3364, 0.4519)
H (1.5514, -0.6597, 0.4648)
H (2.0110, 0.6330, -0.3930)
H (0.5302, 0.6976, 0.4525)
H (1.9416, 0.7428, 1.3003)
O (-1.1120, 0.1593, 0.2372)
C (-1.8585, -0.5390, -0.5556)
H (-1.5850, -0.9614, -1.5121)
H (-2.9588, -0.4090, -0.4461)

***

# 3
The following is a quantum chemistry calculation of a molecular structure, CH6NO2 at a distorted geometry, from the Open Molecules 2025 dataset.

Summary:
- Energy relative to the best compared isomer or geometry (same formula, charge and spin): 11.01 kcal per mole
- Total energy: -6719.35313 eV
- Gap between HOMO and LUMO: 8.231 eV
- Spin multiplicity: 1
- HOMO: -3.43 eV
- Total charge: -1
- Lowest unoccupied orbital energy: 4.805 eV

Positions of all 10 atoms, in Å:
N (-1.2731, -0.6028, 0.3120)
C (-0.9091, 0.7297, -0.2199)
O (0.4438, 0.9354, -0.0769)
H (-1.3242, -0.7032, 1.3136)
H (-0.5361, -1.2153, -0.0105)
H (-1.4696, 1.5093, 0.3488)
H (-1.1076, 0.7790, -1.3111)
H (1.5176, 0.2273, -0.0163)
H (2.2007, -1.2307, -0.3979)
O (2.4576, -0.4286, 0.0581)

***

# 4
The following is a quantum chemistry calculation of 2 unconnected molecules or ions with the total composition CH6NO2 at a distorted geometry, from the Open Molecules 2025 dataset.

Summary:
- Energy relative to the best compared isomer or geometry (same formula, charge and spin): 29.75 kcal per mole
- Total energy: -6716.14286 eV
- Gap between HOMO and LUMO (alpha / beta): 11.227 / 8.646 eV
- Spin multiplicity: 2
- HOMO (alpha / beta): -10.51 / -10.51 eV
- Lowest unoccupied orbital energy (alpha / beta): 0.719 / -1.868 eV

Positions of all 10 atoms, in Å:
O (-0.1520, -1.1844, 2.2550)
H (0.8112, -1.1616, 2.5012)
N (0.4468, -0.0144, 0.0563)
C (-0.4454, 0.0910, -1.0206)
O (-0.4430, 1.5421, -1.5021)
H (-0.0005, -1.0550, 1.2538)
H (1.1027, 0.7604, 0.0447)
H (-1.5073, -0.1271, -0.8347)
H (-0.0884, -0.5668, -1.9035)
H (0.2759, 1.7157, -0.8501)

***

# 5
The following is a quantum chemistry calculation of 2 unconnected molecules or ions with the total composition CH6NO2 at a distorted geometry, from the Open Molecules 2025 dataset.

Summary:
- Energy relative to the best compared isomer or geometry (same formula, charge and spin): 44.26 kcal per mole
- Total energy: -6711.23161 eV
- Gap between HOMO and LUMO: 11.077 eV
- Spin multiplicity: 1
- HOMO: -15.68 eV
- Total charge: +1
- Lowest unoccupied orbital energy: -4.604 eV

Positions of all 10 atoms, in Å:
C (-0.8838, 0.0062, -0.3878)
N (1.3670, -0.2820, 0.1918)
O (-1.2187, -1.0127, 0.2142)
O (-1.2559, 1.2052, 0.0977)
H (-0.4604, 0.0001, -1.3958)
H (1.3053, -0.8976, -0.5915)
H (1.5836, -0.6554, 1.1166)
H (2.0360, 0.3624, 0.0061)
H (-1.3127, -0.7465, 1.1996)
H (-1.1604, 2.0204, -0.4506)

***

# 6
The following is a quantum chemistry calculation of a molecular structure, CH6NO3P2 at a distorted geometry, from the Open Molecules 2025 dataset.

Summary:
- Energy relative to the best compared isomer or geometry (same formula, charge and spin): 36.80 kcal per mole
- Total energy: -27347.50564 eV
- Gap between HOMO and LUMO: 8.493 eV
- Spin multiplicity: 1
- HOMO: -4.41 eV
- Total charge: -1
- Lowest unoccupied orbital energy: 4.085 eV

Positions of all 13 atoms, in Å:
C (0.6219, 1.1617, -0.6977)
N (-0.9502, -0.3466, 1.0305)
O (-1.8991, 0.1148, -1.3838)
O (-1.8708, 2.0397, 0.3458)
O (-0.7699, -2.2210, -0.6108)
P (0.0987, -1.6950, 0.6515)
P (-1.2228, 0.8701, -0.2949)
H (0.7049, 0.6275, -1.6808)
H (0.6778, 2.2303, -0.8449)
H (1.1788, 0.6913, 0.1199)
H (-0.4227, 0.1525, 2.1691)
H (-1.4084, -1.5906, -0.9279)
H (-0.4755, -2.6753, 1.5930)

***

# 7
The following is a quantum chemistry calculation of 3 unconnected molecules or ions with the total composition CH6NO4, from the Open Molecules 2025 dataset.

Summary:
- Energy relative to the best compared isomer or geometry (same formula, charge and spin): 11.08 kcal per mole
- Total energy: -10816.98224 eV
- Gap between HOMO and LUMO: 8.506 eV
- Spin multiplicity: 1
- HOMO: -4.45 eV
- Total charge: -1
- Lowest unoccupied orbital energy: 4.058 eV

Positions of all 12 atoms, in Å:
N (0.3393, -0.6358, -1.6742)
C (-0.1965, 0.4332, -0.8885)
O (-0.8083, 0.0972, 0.1658)
O (0.0084, 1.5919, -1.2871)
H (0.6728, -1.4444, -1.1749)
H (0.1279, -0.7977, -2.6402)
H (0.4741, 1.9616, 2.0645)
H (0.1620, 2.3339, 0.6514)
O (0.1956, 2.7166, 1.5480)
H (-0.5409, -1.4900, 0.5573)
H (-0.2796, -2.3929, 1.8147)
O (-0.1545, -2.3738, 0.8632)

***

# 8
The following is a quantum chemistry calculation of CH6NO4P in the gas phase at a distorted geometry, from the Open Molecules 2025 dataset.

Summary:
- Energy relative to the best compared isomer or geometry (same formula, charge and spin): 0.00 kcal per mole
- Total energy: -20103.85495 eV
- Gap between HOMO and LUMO: 10.423 eV
- Spin multiplicity: 1
- HOMO: -10.29 eV
- Lowest unoccupied orbital energy: 0.134 eV

Positions of all 13 atoms, in Å:
C (1.7101, -0.6512, -0.2527)
O (0.7046, -0.3026, 0.7137)
P (-0.1280, 1.0197, 0.4488)
O (0.3841, 2.2032, 1.0492)
O (-0.3359, 1.2486, -1.1140)
O (-1.5665, 0.7038, 1.0478)
N (-2.2567, -0.3861, 0.4294)
H (1.4167, -0.4789, -1.2799)
H (1.8816, -1.7137, -0.1482)
H (2.6513, -0.1597, -0.0485)
H (-0.4187, 0.4087, -1.5941)
H (-1.7353, -0.7549, -0.3583)
H (-2.3074, -1.1369, 1.1068)

***

> Which of these has the highest total energy?

CH6NO

***

> Look up the energy relative to the best compared isomer or geometry (same formula, charge and spin) of the fifth one.

44.26 kcal per mole